Record 1
{
  "formula": "C10H13Cl2N3O2SY",
  "method": "ωB97M-V with the def2-TZVPD basis set",
  "elements": ["Y", "C", "C", "N", "O", "C", "C", "N", "O", "H", "H", "H", "H", "H", "H", "H", "S", "C", "C", "C", "C", "C", "N", "H", "H", "H", "H", "Cl", "C", "Cl", "H", "H"],
  "coordinates": [[0.3941, 0.1066, -0.1083], [-4.0616, -1.3646, -0.5154], [-2.7194, -0.7424, -0.3273], [-1.5922, -1.3182, -0.5507], [-1.7467, -2.6083, -1.0747], [-2.6574, 0.6816, 0.1946], [-3.8188, 1.4661, 0.6900], [-1.4495, 1.0738, 0.1609], [-0.8296, 2.1569, 0.5468], [-4.0482, -2.2283, -1.1679], [-4.7486, -0.6086, -0.8952], [-4.4417, -1.6747, 0.4629], [-1.0037, -3.0893, -0.6951], [-4.4453, 0.8813, 1.3652], [-4.4524, 1.8028, -0.1347], [-3.4489, 2.3426, 1.2180], [0.7871, -0.9421, 2.2304], [2.4253, -0.3441, 1.8201], [3.5020, -0.4464, 2.7040], [4.7421, 0.0025, 2.3085], [4.9325, 0.5633, 1.0424], [3.8351, 0.6471, 0.2280], [2.6235, 0.2088, 0.6106], [3.3444, -0.8839, 3.6800], [5.5807, -0.0821, 2.9894], [5.8937, 0.9266, 0.7092], [3.8977, 1.0818, -0.7621], [0.5491, 1.8602, -2.3761], [0.6698, 0.4991, -3.5082], [1.1526, -1.0212, -2.6651], [1.4382, 0.7228, -4.2346], [-0.3038, 0.3301, -3.9456]],
  "homo_ev": -11.35,
  "lumo_energy_ev": -3.40,
  "multiplicity": 1,
  "de_lowest_kcal_mol": 12.4,
  "total_charge": 1,
  "orbital_gap_ev": 7.951
}

Record 2
{
  "formula": "C10H13ClN3",
  "method": "ωB97M-V with the def2-TZVPD basis set",
  "elements": ["C", "C", "C", "C", "C", "C", "C", "C", "C", "C", "N", "N", "N", "Cl", "H", "H", "H", "H", "H", "H", "H", "H", "H", "H", "H", "H", "H"],
  "coordinates": [[-2.4498, -1.7265, 0.7869], [-1.1868, -1.4920, 0.1169], [-3.0935, -0.6627, 1.3289], [-1.1936, 0.8651, 1.0388], [-0.5708, -0.2119, 0.3705], [-2.4913, 0.5889, 1.3510], [0.5067, 0.2485, -0.6474], [1.9037, 0.3680, -0.1943], [0.2795, -0.3405, -2.0962], [3.5134, 0.8562, 1.5460], [1.2087, -1.1304, -2.4226], [-0.8413, 0.1784, -2.6565], [2.1585, 0.7201, 1.0291], [-3.5105, 1.8988, 1.6662], [-2.7598, -2.7353, 0.3722], [-0.8488, -2.1971, -0.5553], [-4.1462, -0.7464, 1.5764], [-0.8095, 1.7705, 1.2832], [0.1065, 1.2611, -0.8070], [2.6919, 0.0705, -0.9188], [4.2139, 0.1719, 1.0650], [3.8834, 1.8986, 1.4919], [3.5286, 0.4998, 2.6357], [1.0918, -1.4979, -3.3707], [-1.1720, 0.0015, -3.5973], [-1.3563, 0.7281, -2.0961], [1.3437, 0.6146, 1.7036]],
  "homo_ev": -12.26,
  "smiles": "[H]/N=C(\\N)[C@H](/C=[NH+]/C)c1cccc(Cl)c1",
  "lumo_energy_ev": -4.39,
  "multiplicity": 1,
  "de_lowest_kcal_mol": 42.1,
  "total_charge": 1,
  "orbital_gap_ev": 7.871
}

Record 3
{
  "formula": "C10H13ClO3Si",
  "method": "ωB97M-V with the def2-TZVPD basis set",
  "elements": ["C", "C", "C", "C", "C", "C", "C", "C", "C", "C", "O", "O", "O", "Si", "Cl", "H", "H", "H", "H", "H", "H", "H", "H", "H", "H", "H", "H", "H"],
  "coordinates": [[-0.4448, -0.4815, -1.6702], [-0.0729, -1.8275, 0.3073], [-0.3570, -1.6133, -2.4080], [0.0764, -2.9139, -0.5299], [-0.3493, -0.6086, -0.2647], [-0.0269, -2.8230, -1.8799], [0.3298, 1.2645, 1.2224], [0.6080, -5.0915, -2.3838], [0.0682, 4.5689, 0.3395], [0.0899, 3.4897, 3.4885], [1.4143, 0.8296, 1.4462], [-0.5988, 0.6033, 0.4332], [0.1090, -3.8476, -2.7876], [-0.5562, 3.4200, 1.7333], [-2.5630, 3.1965, 2.2009], [-0.8488, 0.4892, -1.9701], [0.0793, -1.9522, 1.3883], [-0.2711, -1.4940, -3.4693], [0.1937, -3.8824, -0.1647], [0.6665, -5.6740, -3.4102], [-0.0611, -5.7976, -1.9396], [1.5110, -4.9916, -1.6757], [1.1260, 4.3775, 0.1798], [-0.5398, 4.3783, -0.4860], [0.0460, 5.6678, 0.5826], [-0.3366, 2.6784, 4.0598], [1.1427, 3.6008, 3.8199], [-0.4345, 4.4343, 3.8379]],
  "homo_ev": [-4.01, -8.78],
  "lumo_energy_ev": [0.58, -2.57],
  "multiplicity": 3,
  "orbital_gap_ev": [4.589, 6.216]
}

Record 4
{
  "formula": "C10H13CoNO5",
  "method": "ωB97M-V with the def2-TZVPD basis set",
  "elements": ["Co", "O", "C", "C", "O", "C", "O", "C", "O", "C", "H", "H", "C", "H", "H", "C", "N", "C", "C", "C", "O", "H", "H", "H", "H", "H", "H", "H", "H", "H"],
  "coordinates": [[2.3385, -1.7597, 0.8012], [-0.4763, -2.6143, 1.2757], [0.6069, -2.2443, 1.1189], [2.6650, -0.2110, -0.0291], [2.9152, 0.7716, -0.6158], [1.9073, -2.3506, -0.9325], [1.5629, -2.6253, -2.0161], [1.8905, -0.6067, 2.2264], [1.6169, 0.1334, 3.0978], [3.4774, -3.2818, 1.3597], [3.4043, -3.4131, 2.4547], [3.2081, -4.1507, 0.7290], [4.3912, -2.3241, 0.8415], [4.7617, -2.4303, -0.1894], [4.9633, -1.6852, 1.5292], [-3.7342, 2.7384, -1.3632], [-2.9154, 1.9990, -0.4098], [-3.3385, 1.8693, 0.9714], [-1.7501, 1.4037, -0.7108], [-1.1822, 1.4554, -2.1094], [-1.1491, 0.7814, 0.1798], [-4.6066, 3.1581, -0.8481], [-4.0955, 2.0903, -2.1750], [-3.1636, 3.5636, -1.8105], [-3.4807, 0.8082, 1.2182], [-2.5753, 2.2987, 1.6319], [-4.2786, 2.3953, 1.1214], [-0.1022, 1.5573, -1.9836], [-1.3151, 0.4573, -2.5521], [-1.5456, 2.2161, -2.8114]],
  "homo_ev": [-15.11, -17.03],
  "lumo_energy_ev": [-6.86, -11.10],
  "multiplicity": 4,
  "total_charge": 2,
  "orbital_gap_ev": [8.253, 5.929]
}

Record 5
{
  "formula": "C10H13F6HgNO4S2",
  "method": "ωB97M-V with the def2-TZVPD basis set",
  "elements": ["C", "C", "C", "H", "C", "H", "H", "H", "C", "H", "H", "C", "H", "H", "C", "H", "H", "C", "H", "H", "Hg", "H", "F", "C", "F", "F", "S", "O", "O", "N", "S", "O", "O", "C", "F", "F", "F"],
  "coordinates": [[1.7814, -2.3322, -1.9300], [-1.4722, -1.8493, -2.8740], [0.3798, -2.7901, -1.5442], [2.1948, -1.6735, -1.1471], [-2.1391, -2.6633, -1.8661], [-2.2411, -1.4543, -3.5627], [0.1997, -3.5867, -2.2983], [-3.2079, -2.7861, -2.0776], [-0.2151, -3.3263, -0.3301], [-0.2841, -2.6179, 0.5025], [0.3279, -4.2156, 0.0197], [1.2459, -1.4414, -3.1294], [1.9781, -1.4598, -3.9456], [1.1551, -0.4072, -2.7713], [-0.1554, -1.9116, -3.6894], [-0.0406, -2.9223, -4.1122], [-0.3425, -1.2630, -4.5568], [-1.6395, -3.7258, -0.8868], [-1.5664, -4.7099, -1.3788], [-2.3528, -3.8337, -0.0602], [-1.7906, -0.8071, -1.1667], [2.5768, -3.0006, -2.2244], [-1.1876, 3.9983, -1.3747], [-0.6286, 3.5909, -0.2116], [0.5413, 4.2389, -0.0360], [-1.4628, 3.8985, 0.8036], [-0.3701, 1.7574, -0.2732], [-1.7767, 1.2155, -0.3280], [0.4654, 1.4013, -1.3987], [0.2668, 1.5876, 1.1580], [0.5349, 0.0697, 1.6743], [-0.6403, -0.7761, 1.5047], [1.8317, -0.4301, 1.2946], [0.5682, 0.5372, 3.4719], [1.5388, 1.4438, 3.7113], [-0.6247, 1.0647, 3.8248], [0.7977, -0.5646, 4.2217]],
  "homo_ev": [-8.12, -6.82],
  "lumo_energy_ev": [-0.58, -0.34],
  "multiplicity": 1,
  "de_lowest_kcal_mol": 25.2,
  "orbital_gap_ev": [7.548, 6.477]
}

Record 6
{
  "formula": "C10H13FNO2S",
  "method": "ωB97M-V with the def2-TZVPD basis set",
  "elements": ["C", "C", "C", "C", "C", "C", "C", "C", "C", "C", "N", "O", "O", "F", "S", "H", "H", "H", "H", "H", "H", "H", "H", "H", "H", "H", "H", "H"],
  "coordinates": [[2.8029, -0.2360, -1.7645], [3.6491, -0.9361, -0.9209], [1.5893, 0.2450, -1.2897], [3.2952, -1.1548, 0.3997], [1.2438, 0.0045, 0.0170], [2.0833, -0.6652, 0.8676], [-1.9153, -0.3582, -0.9622], [-1.3431, -1.1404, 1.3576], [-2.9011, 0.7811, 1.0420], [-1.6414, 0.0884, 0.4850], [-0.5710, 1.0260, 0.5981], [-1.0897, 2.5054, -1.5081], [0.5309, 3.2545, 0.1962], [1.7704, -0.9060, 2.1653], [-0.7581, 2.5857, -0.0529], [3.0942, -0.0594, -2.7919], [4.5948, -1.3119, -1.2898], [0.9299, 0.8130, -1.9241], [3.9495, -1.6906, 1.0743], [-1.9799, 0.5264, -1.5907], [-1.0978, -0.9795, -1.3219], [-2.8443, -0.9240, -1.0270], [-1.0276, -0.8212, 2.3471], [-0.5384, -1.7227, 0.9159], [-2.2264, -1.7731, 1.4449], [-2.6908, 1.1750, 2.0340], [-3.1837, 1.6040, 0.3919], [-3.7245, 0.0701, 1.1071]],
  "homo_ev": [-3.66, -3.66],
  "lumo_energy_ev": [3.33, 3.33],
  "multiplicity": 1,
  "de_lowest_kcal_mol": 19.9,
  "total_charge": -1,
  "orbital_gap_ev": [6.984, 6.990]
}

Record 7
{
  "formula": "C10H13N",
  "method": "ωB97M-V with the def2-TZVPD basis set",
  "elements": ["C", "C", "C", "C", "C", "C", "C", "C", "C", "C", "N", "H", "H", "H", "H", "H", "H", "H", "H", "H", "H", "H", "H", "H"],
  "coordinates": [[-0.2843, -0.7084, 0.2208], [1.0123, -0.6757, 0.6227], [-0.9641, 0.4651, -0.2976], [1.1325, 1.6517, -0.7037], [-2.2862, 0.4208, -0.5213], [2.2849, 1.9714, -1.2955], [-0.9191, -2.0367, 0.6469], [1.6067, -2.0214, 1.0272], [0.2182, -2.7533, 1.3838], [-0.7969, 2.9429, -0.7267], [-0.1546, 1.5924, -0.6217], [-2.9918, 1.1537, -0.9825], [-2.6068, -0.5362, -0.2411], [2.2413, 2.4611, -2.2436], [3.1206, 1.6408, -0.8536], [-1.7414, -1.7499, 1.2071], [-1.1101, -2.6341, -0.1907], [2.2256, -2.4336, 0.2042], [2.2763, -1.8690, 1.9455], [0.0184, -2.6641, 2.5106], [0.3300, -3.8741, 1.0784], [-1.1615, 3.1921, 0.2600], [0.1311, 3.6637, -0.9988], [-1.5812, 2.8008, -1.4301]],
  "homo_ev": [-7.49, -6.65],
  "lumo_energy_ev": [0.65, 0.22],
  "multiplicity": 1,
  "de_lowest_kcal_mol": 169.8,
  "orbital_gap_ev": [8.140, 6.869]
}

Record 8
{
  "formula": "C10H13N3OS",
  "method": "ωB97M-V with the def2-TZVPD basis set",
  "elements": ["C", "C", "C", "C", "C", "C", "C", "C", "C", "C", "N", "N", "N", "O", "S", "H", "H", "H", "H", "H", "H", "H", "H", "H", "H", "H", "H", "H"],
  "coordinates": [[1.8966, 0.9056, 2.4796], [3.0407, 0.7213, 1.6916], [0.6888, 0.3294, 2.1063], [3.0168, -0.1805, 0.6838], [0.6524, -0.6317, 1.1184], [1.8035, -0.8493, 0.4095], [-0.5310, -2.3012, -0.0178], [-2.1681, 0.4937, -1.3990], [-2.0599, 0.8591, 0.0474], [-1.9313, -0.5141, 0.7939], [2.3850, -1.3622, -1.9604], [-0.5114, -1.0871, 0.5300], [2.5331, -2.0354, -3.1308], [-1.3844, -2.9636, -0.5163], [1.7195, -2.2584, -0.7210], [1.9334, 1.4784, 3.3293], [3.9069, 1.3407, 1.7994], [-0.1802, 0.6855, 2.5901], [3.8728, -0.4920, 0.2154], [-3.0916, -0.0893, -1.6105], [-1.7639, 1.3244, -2.0121], [-1.4236, -0.3605, -1.7172], [-2.9390, 1.4669, 0.2751], [-1.1628, 1.5192, 0.3213], [-2.1783, -0.5340, 1.8888], [-2.5530, -1.1978, 0.1823], [2.3790, -3.0150, -3.1615], [1.8146, -1.7071, -3.7667]],
  "homo_ev": [-7.10, -7.46],
  "lumo_energy_ev": [0.07, -0.07],
  "multiplicity": 1,
  "de_lowest_kcal_mol": 113.2,
  "orbital_gap_ev": [7.171, 7.385]
}

Question: Among the records above, which one has the highest multiplicity?
Answer: C10H13CoNO5